*i*
Here is one molecule with the formula C2H3P from the OMol25 dataset. Energies are from ωB97M-V/def2-TZVPD.

Summary:
LUMO level in eV: -0.265
Net charge: 0
SMILES: C1=PC1
Highest occupied orbital energy in eV: -8.64

Atoms and positions in Å:
C 0.89264 0.52053 -0.36641
P 0.01691 2.08840 -0.18281
C -0.41538 0.26283 0.24633
H 1.82468 -0.12085 -0.56505
H -1.33935 -0.10807 -0.37126
H -0.44254 0.10659 1.24033

---

*ii*
Here is one molecule with the formula C2H3P from the OMol25 dataset. Energies are from ωB97M-V/def2-TZVPD.

Summary:
LUMO level (spin up / spin down) in eV: -1.631 / -1.063
Net charge: 0
Highest occupied orbital energy (spin up / spin down) in eV: -8.95 / -8.97

Atoms and positions in Å:
C 0.94318 1.23366 0.17071
C -0.47731 1.03478 -1.51548
P -0.03343 -0.18385 -0.32776
H 1.69560 1.53691 -0.51576
H -0.99340 -0.33816 0.60930
H 0.53101 -1.43755 -0.88657

---

Which structure is most stable, and how do the rest compare? From most to least stable: *i*, *ii*.

---

*i*
Here is one molecule with the formula C2H3P from the OMol25 dataset. Energies are from ωB97M-V/def2-TZVPD.

Summary:
LUMO level in eV: 1.040
Net charge: 0
SMILES: C#CP
Highest occupied orbital energy in eV: -9.38

Atoms and positions in Å:
C -1.57771 0.39815 -0.09931
C -0.38641 0.24945 -0.22672
P 1.40826 0.18728 -0.11035
H -2.60060 0.57478 0.24015
H 1.62890 -0.91943 -0.95432
H 1.52757 -0.49024 1.15055

---

*ii*
Here is a 2-piece molecular cluster, C2H3P overall from the OMol25 dataset. Energies are from ωB97M-V/def2-TZVPD.

Summary:
LUMO level (spin up / spin down) in eV: -1.044 / -0.192
Net charge: 0
Highest occupied orbital energy (spin up / spin down) in eV: -9.12 / -8.22

Atoms and positions in Å:
C -0.80938 -0.49702 -0.16886
C -0.60546 0.83817 0.12434
P -2.43930 -0.15213 0.01314
H 0.60254 -2.63914 0.85492
H -0.28733 1.16505 1.24034
H -0.38108 1.56661 -0.78338

---

Which structure is most stable, and how do the rest compare? From most to least stable: *i*, *ii*.

---

*i*
Here is a 2-piece molecular cluster, C6H11N2S overall from the OMol25 dataset. Energies are from ωB97M-V/def2-TZVPD.

Summary:
LUMO level in eV: -4.075
Net charge: +1
Highest occupied orbital energy in eV: -12.79

Atoms and positions in Å:
C -2.11344 -0.36308 1.05885
C -1.73125 0.74002 0.13211
C -1.30485 -1.41531 0.98899
C -0.49327 0.08551 -0.52322
C -0.37250 1.25132 0.61832
C -0.25883 -1.17410 0.04623
N 0.04490 2.44824 0.38319
N 0.80163 -1.98273 -0.02015
S 2.82067 0.04036 -1.58240
H -3.03910 -0.36965 1.69953
H -2.45186 1.30545 -0.35838
H -1.25653 -2.18622 1.64122
H -0.15321 0.40039 -1.41760
H -0.07377 0.71008 1.50909
H 0.97831 2.87538 0.55037
H -0.50748 3.02805 -0.23951
H 1.67848 -1.76753 -0.61684
H 0.57335 -2.93183 0.17855
H 3.68554 -0.74541 -1.21030
H 3.17318 0.05105 -2.83805

---

*ii*
Here is a 2-piece molecular cluster, C6H11N2S overall from the OMol25 dataset. Energies are from ωB97M-V/def2-TZVPD.

Summary:
LUMO level in eV: -3.642
Net charge: +1
Highest occupied orbital energy in eV: -12.83

Atoms and positions in Å:
C -0.60095 -1.78860 -0.11651
C 0.71691 -1.53336 0.20079
C -0.29404 0.37033 0.01615
C -0.85318 1.75468 0.18109
C -2.64249 -0.51529 -0.47747
C 2.61203 0.77848 0.17068
N -1.21286 -0.61228 -0.16943
N 0.88193 -0.21485 0.18044
S 3.73077 -0.40159 -0.31737
H -1.10939 -2.65592 -0.36455
H 1.47606 -2.17871 0.53230
H -0.92444 1.91506 1.34746
H -0.15983 2.60077 -0.28082
H -1.89083 1.72650 -0.43079
H -3.21083 0.36587 0.06005
H -2.84134 -0.21968 -1.60117
H -3.04271 -1.52068 -0.35448
H 2.30718 1.46059 -0.63881
H 2.78635 1.08754 1.17059
H 4.27166 -0.41886 0.89185

---

Which structure is most stable, and how do the rest compare? From most to least stable: *i*, *ii*.

---

*i*
Here is a 2-piece molecular cluster, C3H9IN3 overall from the OMol25 dataset. Energies are from ωB97M-V/def2-TZVPD.

Summary:
LUMO level in eV: -5.009
Net charge: +1
Highest occupied orbital energy in eV: -12.79

Atoms and positions in Å:
C -1.51370 1.92820 0.28643
C -1.43482 -1.45726 0.45233
C 3.02517 -1.40859 -0.06709
N -1.15136 0.79382 0.58590
N -0.88798 2.66624 -0.66861
N -0.84424 -0.26302 0.95020
I 1.96020 -0.23122 -1.48624
H -2.33617 2.26782 0.88256
H -1.01891 -2.39416 0.80791
H -2.44885 -1.54360 0.71113
H -1.70845 -1.41081 -0.62606
H 3.06022 -0.73340 0.88609
H 4.11076 -1.49996 -0.50225
H -1.40032 3.34191 -1.23231
H -0.06617 2.24357 -1.13168
H 2.65460 -2.29955 0.15170

---

*ii*
Here is a 2-piece molecular cluster, C3H9IN3 overall from the OMol25 dataset. Energies are from ωB97M-V/def2-TZVPD.

Summary:
LUMO level (spin up / spin down) in eV: -5.664 / -5.357
Net charge: +1
Highest occupied orbital energy (spin up / spin down) in eV: -13.43 / -13.35

Atoms and positions in Å:
C 0.47583 -0.34210 0.09716
C -1.88643 -0.68112 0.02075
C -0.87155 1.55429 -0.06510
N 0.89476 -1.54718 0.31500
N -0.68643 0.19745 -0.06669
N 2.59804 0.94348 0.18278
I 4.06469 -0.32453 -0.15344
H -2.71819 -0.32604 -0.71835
H -1.57826 -1.66381 -0.36234
H -2.25158 -1.01389 0.94618
H -1.64600 1.84142 -0.73040
H -1.21408 2.05328 0.83809
H 0.06785 1.98809 -0.29904
H 0.43029 -2.36223 0.60180
H 1.87244 -1.69206 0.05255
H 2.44863 1.37493 -0.65896

---

*iii*
Here is an isolated ion of composition C3H9IN3 and charge +1 from the OMol25 dataset. Energies are from ωB97M-V/def2-TZVPD.

Summary:
LUMO level (spin up / spin down) in eV: -5.383 / -5.294
Net charge: +1
Highest occupied orbital energy (spin up / spin down) in eV: -13.43 / -12.30

Atoms and positions in Å:
C 0.51872 -0.65890 -0.04402
C -1.85852 -0.68374 0.43752
C -0.56136 1.38883 -0.43122
N 0.71021 -1.90123 -0.22183
N -0.54673 -0.01934 -0.09685
N 2.58293 1.73219 0.82249
I 2.99200 -0.04557 0.03609
H -2.51356 0.04049 0.83399
H -2.40193 -1.21859 -0.46296
H -1.66057 -1.42996 1.25571
H 0.31290 1.87499 -0.07335
H -0.55374 1.59534 -1.58350
H -1.37707 1.90329 -0.04911
H 0.08440 -2.58978 -0.61560
H 1.54966 -2.46083 0.10143
H 2.72264 2.47280 0.09120

---

Which structure is most stable, and how do the rest compare? From most to least stable: *i*, *ii*, *iii*.

---

*i*
Here is a 3-piece molecular cluster, C3H15N2O2S overall from the OMol25 dataset. Energies are from ωB97M-V/def2-TZVPD.

Summary:
LUMO level in eV: -2.952
Net charge: +1
Highest occupied orbital energy in eV: -12.78

Atoms and positions in Å:
N -0.87007 -0.49356 -0.37727
C -0.14709 0.81427 -0.14493
C -0.24091 1.66908 -1.48106
S 0.87669 0.83390 -2.72512
C -0.77097 1.50135 1.12036
N -0.40161 0.75615 2.31506
H -1.87042 -0.53138 -0.87239
H -0.14914 -1.01927 -0.84591
H -0.90808 -1.05621 0.54941
H 0.97266 0.56692 0.24484
H -1.31883 1.84786 -1.90302
H 0.33467 2.65692 -1.25679
H 0.21065 0.61460 -3.96571
H -1.95532 1.65444 0.96318
H -0.36023 2.64900 1.13451
H -1.21301 0.34546 2.80905
H -0.09811 1.52635 2.94502
H 0.60200 -3.06335 0.08046
H -0.76050 -3.63873 -0.47463
O -0.35206 -2.80737 -0.28371
H 2.93263 -2.01190 0.08229
H 3.00499 -1.05448 1.19787
O 2.48206 -1.76006 0.88849

---

*ii*
Here is a 5-piece molecular cluster, C3H15N2O2S overall from the OMol25 dataset. Energies are from ωB97M-V/def2-TZVPD.

Summary:
LUMO level in eV: -9.696
Net charge: +1
Highest occupied orbital energy in eV: -12.54

Atoms and positions in Å:
N -1.60995 -4.96511 2.03958
C 1.57083 2.23657 -1.04856
C 0.32932 2.73041 -1.21710
S -1.45518 -0.57249 0.35752
C 1.92287 1.32635 0.11078
N 1.89722 -0.05461 -0.37050
H -2.07497 -4.54659 1.26330
H -0.72902 -5.42874 1.89311
H -1.90167 -4.82201 2.98230
H 2.34606 2.29514 -1.81509
H -0.46088 2.51603 -0.49153
H 0.10726 3.35931 -2.06269
H -1.57589 -1.43403 -0.66222
H 1.15636 1.40718 0.88952
H 2.86067 1.68958 0.56522
H 2.69092 -0.65013 -0.53515
H 1.25841 -0.65865 0.12441
H -1.25246 1.29265 1.36114
H -1.67237 2.35601 2.36346
O -0.97249 2.15447 1.72829
H -0.64732 0.09659 -1.69779
H -1.20973 -0.46747 -3.08554
O -0.57802 0.13952 -2.69245

---

Which structure is most stable, and how do the rest compare? From most to least stable: *i*, *ii*.

---

*i*
Here is C9H18CaF9O15S3 as an isolated structure from the OMol25 dataset. Energies are from ωB97M-V/def2-TZVPD.

Summary:
LUMO level in eV: 1.086
Net charge: -1
Highest occupied orbital energy in eV: -5.59

Atoms and positions in Å:
Ca 0.57271 -0.60048 0.39039
C -3.77897 0.32342 2.34251
F -4.62323 -0.15136 3.24597
F -4.40147 1.33408 1.63941
F -2.72726 0.89521 2.94482
S -3.10434 -1.15427 1.27898
O -3.17310 -2.21681 2.23414
O -3.95393 -1.31568 0.04726
O -1.71727 -0.85270 0.86550
C 0.27243 -4.06517 -2.86523
F -0.23581 -5.11072 -3.38043
F 1.59105 -4.27784 -2.56127
F 0.05867 -2.99437 -3.58389
S -0.74704 -3.59341 -1.30291
O -0.05517 -2.33660 -0.85196
O -2.17810 -3.38626 -1.63530
O -0.56759 -4.74536 -0.45987
C -1.33250 1.54890 -3.61520
F -1.30191 0.93895 -4.73090
F -0.15928 2.09501 -3.43113
F -2.35887 2.43866 -3.74450
S -1.76231 0.37860 -2.13054
O -0.45275 0.04137 -1.50176
O -2.51941 1.13459 -1.11700
O -2.45768 -0.76041 -2.68373
C -0.30866 3.51882 1.08227
C -0.34945 4.20197 -0.32910
O 0.06329 5.50428 -0.38087
O -0.54666 2.08734 0.69426
H -1.03167 3.98813 1.74943
H 0.61787 3.62529 1.64645
H -1.39411 4.25212 -0.63614
H 0.22549 3.59021 -1.02429
H 0.31037 5.88295 0.46598
H -1.41092 2.06073 0.27721
C 3.01659 -1.77683 -1.30274
C 3.42628 -0.23844 -1.28912
O 2.38452 0.52878 -0.75119
O 2.57966 -1.99707 0.00049
H 3.86409 -2.40771 -1.57074
H 2.24545 -1.78572 -2.07303
H 3.81950 0.10265 -2.24679
H 4.19261 0.06025 -0.57385
H 2.68064 1.42650 -0.58385
H 3.29436 -2.52347 0.36616
C 1.39253 -1.16650 3.37275
C 1.50036 0.38679 3.28491
O 1.77749 0.80067 1.95536
O 0.33044 -1.57361 2.50740
H 1.09015 -1.46365 4.37693
H 2.29484 -1.77541 3.31648
H 2.38288 0.88654 3.68429
H 0.58720 0.85920 3.64692
H 2.20400 1.66050 1.97480
H -0.12602 -2.28261 2.96627

---

*ii*
Here is C9H18CaF9O15S3 as an isolated structure from the OMol25 dataset. Energies are from ωB97M-V/def2-TZVPD.

Summary:
LUMO level in eV: 2.067
Net charge: -1
Highest occupied orbital energy in eV: -6.52

Atoms and positions in Å:
Ca -0.06396 -0.02584 0.18323
C 1.30632 1.40975 4.43485
F 0.75791 2.56337 4.08364
F 2.11971 1.72940 5.46967
F 0.45596 0.53219 4.79885
S 2.30052 0.60261 3.03862
O 2.85767 -0.62186 3.67332
O 1.30214 0.22525 2.00125
O 3.30579 1.64190 2.66234
C 3.41754 -2.69968 -0.10386
F 3.97978 -1.51813 0.24222
F 3.31406 -2.77015 -1.41329
F 4.29962 -3.63895 0.21580
S 1.80239 -3.07622 0.91890
O 0.90765 -2.05859 0.42881
O 1.48551 -4.46555 0.53594
O 2.10400 -2.90803 2.34951
C -3.87647 2.57480 -1.03801
F -4.41176 1.75009 -0.14629
F -4.80153 3.14590 -1.83057
F -3.22354 3.60808 -0.52320
S -2.59605 1.62704 -2.08507
O -3.42482 0.59953 -2.76978
O -1.83873 2.55834 -2.94751
O -1.64870 0.88772 -1.25104
C 0.32759 -1.10726 -3.06879
C 0.85785 -2.45952 -3.51620
O 2.25835 -2.47975 -3.92781
O 1.05482 -0.53632 -1.95245
H -0.70432 -1.26059 -2.75298
H 0.19686 -0.29720 -3.78629
H 0.16906 -2.73364 -4.31528
H 0.81601 -3.24842 -2.76520
H 2.80834 -2.65654 -3.16109
H 1.76819 0.05374 -2.20648
C -2.96308 -1.69002 0.09636
C -2.87802 -0.69499 1.25321
O -1.54732 -0.75764 1.85784
O -1.68917 -1.79838 -0.60800
H -3.74108 -1.25793 -0.53302
H -3.22046 -2.68270 0.46573
H -3.57231 -1.07606 2.00211
H -2.94351 0.36487 1.00721
H -1.56939 -1.44359 2.52910
H -1.59297 -2.70798 -0.89950
C 1.03091 3.08780 -0.40962
C 0.21415 3.19000 0.89253
O -0.68522 2.10408 1.12115
O 1.70075 1.80568 -0.45576
H 1.77056 3.88040 -0.52279
H 0.26073 3.07020 -1.18073
H -0.27105 4.15598 1.03238
H 0.92322 3.16454 1.71998
H -1.22116 2.37152 1.87138
H 2.61084 1.96664 -0.71542

---

Which structure is most stable, and how do the rest compare? From most to least stable: *ii*, *i*.